19
Properties=species:S:1:pos:R:3:nbo_charge:R:1 method="wB97M-V/def2-TZVPD" lumo_ev=-2.719 smiles=C[NH+](C)CCN charge=+1 de_lowest_kj_mol=93.75 spin_multiplicity=1 homo_ev=-14.579
C -1.54673 1.07277 -0.38818 -0.40
N -0.64806 -0.13295 -0.19599 -0.38
C -1.30670 -1.45960 -0.23317 -0.41
C 0.68567 0.10658 -0.84585 -0.23
C 1.62231 0.62746 0.24748 -0.25
N 1.44816 -0.20401 1.43593 -0.86
H -1.05034 1.91495 0.08339 0.23
H -1.66521 1.21073 -1.45624 0.23
H -2.47295 0.88865 0.14848 0.23
H -0.36833 -0.06140 0.79649 0.47
H -1.66021 -1.67275 -1.23906 0.23
H -0.62517 -2.25727 0.05722 0.24
H -2.09649 -1.42736 0.51193 0.23
H 0.65748 0.80079 -1.67750 0.24
H 1.08469 -0.84717 -1.18938 0.23
H 1.41629 1.66486 0.51219 0.21
H 2.64540 0.60555 -0.13609 0.22
H 1.98730 -1.04844 1.33916 0.38
H 1.89289 0.21860 2.22919 0.39

151
Properties=species:S:1:pos:R:3:lowdin_charge:R:1 method="wB97M-V/def2-TZVPD" lumo_ev=0.827 charge=-1 spin_multiplicity=1 homo_ev=-4.406
C 2.07900 5.20487 -1.65098 -0.09
C 0.99336 4.13022 -1.74624 -0.25
C 0.18395 3.97208 -0.47904 -0.23
C 0.91400 3.49967 0.80104 -0.15
C 0.40623 2.16750 1.36654 -0.16
C 1.37548 0.98309 1.21091 -0.10
C 0.87165 -0.31522 0.61739 -0.42
C -0.43548 -0.86092 1.17408 -0.08
C -0.82177 -0.54549 2.62608 -0.15
C -2.25661 -0.02893 2.82681 -0.17
C -2.39979 1.42938 3.31252 -0.20
C -3.09500 2.39597 2.36623 -0.20
C -3.66826 3.62063 3.10708 -0.24
C -2.67315 4.79232 3.20962 -0.44
S -3.16579 6.32584 2.38210 0.99
C -3.21255 5.85402 0.72969 -0.73
N -4.08816 6.26265 -0.11608 0.05
N -3.68419 5.75318 -1.36000 0.06
C -2.63399 5.06968 -1.12616 -0.19
O -2.26070 5.09397 0.16615 0.00
O 1.87412 -1.27688 0.79137 0.02
B 2.84020 -1.23412 -0.31626 -0.87
C 2.99772 -2.81441 -0.79057 -0.02
C 4.24255 -3.23665 -1.42298 -0.48
O 5.04780 -4.00435 -0.97793 0.10
O 4.47199 -2.63419 -2.68130 0.08
C 5.73944 -2.12907 -2.85826 -0.50
C 5.78524 -0.73100 -3.33732 0.02
O 6.72358 -2.77409 -2.64915 0.11
P 4.63981 -0.47161 0.19688 0.96
C 4.60979 1.21409 -0.51881 -0.29
O 4.55924 -0.15093 1.83714 -0.34
O 2.19788 -0.31580 -1.29751 -0.03
C 0.83527 -0.13944 -0.92918 -0.20
C 0.00059 -1.17091 -1.67988 -0.09
O -1.25503 -0.68656 -2.16683 -0.15
C -2.37254 -1.33675 -1.68280 -0.23
O -3.33384 -1.27177 -2.71316 -0.13
C -4.64385 -1.59304 -2.28633 -0.19
C -5.55246 -0.41417 -2.42917 -0.23
O -5.41559 0.38493 -1.26038 -0.06
H 2.15050 5.74196 -2.58598 0.06
H 1.79837 5.92171 -0.88978 0.07
H 3.03780 4.77186 -1.40743 0.07
H 0.30239 4.38948 -2.54111 0.08
H 1.44307 3.18280 -2.02489 0.11
H -0.26916 4.92802 -0.24477 0.08
H -0.59896 3.25629 -0.70339 0.09
H 1.98371 3.43227 0.64899 0.10
H 0.73378 4.26929 1.54137 0.10
H 0.27682 2.29702 2.43332 0.09
H -0.58014 1.96348 0.96192 0.10
H 2.25091 1.26485 0.64867 0.08
H 1.74212 0.74635 2.20284 0.12
H -1.25070 -0.59452 0.51766 0.09
H -0.32483 -1.93356 1.09655 0.12
H -0.76231 -1.47887 3.16852 0.10
H -0.11120 0.11906 3.09641 0.10
H -2.74076 -0.65839 3.56191 0.10
H -2.82355 -0.14439 1.90993 0.09
H -1.43451 1.81990 3.60932 0.09
H -3.00233 1.41675 4.21505 0.10
H -2.40504 2.76698 1.61982 0.08
H -3.89557 1.89912 1.82952 0.11
H -4.55132 3.96031 2.58839 0.08
H -3.96151 3.33338 4.10471 0.09
H -1.67912 4.49032 2.90782 0.07
H -2.59828 5.13495 4.23343 0.07
H -2.04980 4.51018 -1.82417 0.13
H 2.95422 -3.40939 0.11193 0.11
H 2.14964 -3.10157 -1.40626 0.11
H 6.49764 -0.71851 -4.15111 0.08
H 4.84905 -0.36029 -3.71238 0.09
H 6.17550 -0.10048 -2.55351 0.06
H 4.28304 1.12242 -1.54695 0.02
H 5.61006 1.62463 -0.49896 0.02
H 3.91155 1.87863 -0.02318 0.01
H 5.45006 -0.26631 2.16739 0.01
H 0.57368 0.86690 -1.23844 0.16
H -0.14502 -2.06464 -1.08473 0.12
H 0.59076 -1.45757 -2.53927 0.14
H -2.14522 -2.38215 -1.46391 0.15
H -2.77978 -0.84093 -0.80097 0.13
H -4.65393 -1.89814 -1.24500 0.13
H -5.00509 -2.43194 -2.87326 0.13
H -6.57910 -0.73554 -2.56635 0.12
H -5.20920 0.15435 -3.28792 0.12
H -6.23333 0.85863 -1.10652 0.08
C -1.81098 -0.08614 -4.44030 0.04
N -1.05244 0.79908 -5.36581 -0.44
O -0.86977 0.43048 -6.50926 0.05
O -0.65053 1.84158 -4.89984 0.04
H -2.10039 -0.97644 -4.98452 0.10
H -1.14749 -0.31506 -3.61051 0.05
H -2.67108 0.47287 -4.08591 0.10
C 2.25120 -6.67879 -0.52543 0.06
N 1.04312 -6.07446 0.10208 -0.46
O 0.16067 -5.67864 -0.63184 0.05
O 1.00772 -6.04090 1.31227 0.06
H 2.12526 -6.64887 -1.60007 0.10
H 3.11259 -6.09105 -0.21642 0.10
H 2.32582 -7.70050 -0.16323 0.09
C -0.63861 4.79492 -6.69389 0.04
N -0.07046 6.02114 -6.07399 -0.45
O -0.47817 7.09692 -6.46186 0.06
O 0.72733 5.86327 -5.17644 0.06
H -1.35426 5.09167 -7.44998 0.09
H 0.17494 4.21181 -7.11176 0.10
H -1.10821 4.24577 -5.88406 0.08
C -1.11243 -8.61732 0.08515 0.04
N -0.67222 -9.92513 -0.46387 -0.44
O 0.50349 -10.22499 -0.34982 0.04
O -1.50598 -10.61904 -0.99706 0.07
H -0.25561 -8.13839 0.53067 0.06
H -1.51598 -8.03556 -0.73754 0.10
H -1.87198 -8.81857 0.82975 0.09
C 9.81551 -0.00043 -3.81839 0.05
N 8.81671 0.80102 -3.06096 -0.45
O 7.99063 1.42830 -3.68876 0.05
O 8.88378 0.74955 -1.85331 0.07
H 9.62616 0.13423 -4.87575 0.09
H 10.79932 0.35968 -3.53608 0.10
H 9.68613 -1.03525 -3.51558 0.10
C 1.29627 -10.77157 2.96996 0.06
N 0.04651 -10.22101 3.56403 -0.44
O -0.82220 -9.83296 2.80897 0.06
O -0.02273 -10.19203 4.77101 0.07
H 1.21166 -10.72944 1.89099 0.07
H 2.11533 -10.15912 3.33304 0.10
H 1.39599 -11.79101 3.32785 0.10
C 8.15245 -3.22916 -0.03900 0.03
N 9.28210 -3.07083 0.91784 -0.45
O 10.37441 -3.50052 0.59578 0.04
O 9.05119 -2.51876 1.97195 0.05
H 8.51767 -3.73543 -0.92124 0.09
H 7.37553 -3.80271 0.45543 0.10
H 7.77620 -2.23813 -0.27681 0.08
C -7.83495 6.23498 4.46581 0.05
N -6.65247 5.44000 4.88666 -0.44
O -6.37249 4.44704 4.25204 0.06
O -6.03676 5.83936 5.85424 0.06
H -8.27675 5.75604 3.60162 0.10
H -8.51571 6.24456 5.30762 0.06
H -7.49049 7.23678 4.22961 0.10
C -9.60726 3.35343 7.85000 0.06
N -10.53139 4.30221 7.16692 -0.44
O -10.06021 5.04478 6.32928 0.05
O -11.69486 4.26972 7.49199 0.08
H -8.61080 3.50287 7.45393 0.09
H -9.65321 3.57041 8.91196 0.10
H -9.97181 2.35132 7.65032 0.10

13
Properties=species:S:1:pos:R:3:nbo_charge:R:1 method="wB97M-V/def2-TZVPD" lumo_ev="0.473 / 0.472" charge=0 de_lowest_kj_mol=813.53 spin_multiplicity=1 homo_ev="-8.085 / -8.084"
N -0.68969 0.08845 -0.47179 0.00
C 0.48497 -0.02223 0.12730 0.34
N -0.61940 -1.80148 -0.13409 -0.79
N 0.70525 1.79009 -0.19570 -0.96
C 1.65916 -0.53295 0.42215 -0.40
O -1.69454 0.58528 0.39504 -0.54
H -2.39955 0.83150 -0.21936 0.48
H -1.37689 -1.88809 0.54142 0.35
H -0.95202 -2.10737 -1.04635 0.35
H 0.29288 2.34701 0.54851 0.34
H 0.32969 2.17460 -1.05978 0.35
H 2.48400 0.13615 0.60426 0.25
H 1.77614 -1.60096 0.48839 0.24

14
Properties=species:S:1:pos:R:3:nbo_charge:R:1 method="wB97M-V/def2-TZVPD" lumo_ev=0.325 charge=0 de_lowest_kj_mol=258.92 spin_multiplicity=1 homo_ev=-9.298
C -1.84984 0.32237 -0.67844 0.17
C -1.09657 0.13982 0.60820 -0.52
C 0.06193 -0.82849 0.14595 -0.38
C 1.21941 -0.24889 -0.68752 -0.64
N -1.84684 -0.55817 -1.57450 -0.56
O -1.97316 -2.81852 0.00023 -0.92
S -0.97833 -1.95254 -0.95648 1.24
H -2.17016 1.25079 -0.87163 0.18
H -0.77371 1.09666 1.11379 0.23
H -1.71675 -0.46097 1.33886 0.27
H 0.49932 -1.25761 1.08165 0.25
H 1.93236 -1.20465 -0.90984 0.22
H 1.78893 0.52132 -0.13252 0.23
H 0.95663 0.16031 -1.66508 0.22